No. 1
The following is a DFT calculation (wB97M-V/def2-TZVPD) of an isolated molecule of Cl2H2NOP in a non-equilibrium geometry.

Structure (SMILES): N=P(O)(Cl)Cl
HOMO in eV: -9.965
Energy above the lowest of the compared OMol25 structures with the same formula, charge and spin in kJ/mol: 20.7
E_LUMO in eV: 0.4059

Atoms and positions in Å:
N (-0.94737, -1.08800, 0.01902)
O (1.25262, 0.01023, -0.72883)
P (-0.09738, 0.22359, -0.04565)
Cl (-0.98255, 1.72288, -1.08488)
Cl (0.58386, 1.20848, 1.54567)
H (-1.40627, -1.20082, 0.84845)
H (1.59709, -0.87635, -0.55378)

***

No. 2
The following is a DFT calculation (wB97M-V/def2-TZVPD) of a structure of composition CH16MnO14P in a non-equilibrium geometry.

Spin multiplicity: 7
HOMO (spin up / spin down) in eV: -8.674 / -9.662
⟨S²⟩: 12.01
E_LUMO (spin up / spin down) in eV: -2.4555 / -2.6848

Atoms and positions in Å:
O (3.29748, -0.84090, 0.01495)
H (2.40621, -0.75194, 0.36038)
H (3.28703, -0.68642, -0.93248)
H (3.91956, -0.25220, 0.44858)
O (1.50487, 2.00750, -2.56725)
H (1.12147, 1.73388, -1.73075)
H (0.75754, 2.32404, -3.07998)
H (1.70267, 1.15281, -2.95709)
Mn (-1.70407, 1.88375, -0.49374)
C (0.05281, 0.21341, 0.40848)
O (0.85520, -0.67325, 0.72063)
O (-1.10526, 0.31050, 0.78444)
O (0.20190, 1.04761, -0.54050)
P (-1.91045, 2.47693, -3.04792)
O (-1.87194, 3.39543, -1.78205)
O (-3.10660, 2.70954, -4.01978)
O (-2.17483, 1.19383, -2.28068)
O (-0.56634, 2.39486, -3.85429)
O (0.18693, -3.03955, -0.57123)
H (0.68429, -2.93971, -1.38296)
H (0.53973, -2.36643, 0.01072)
O (0.09141, -2.42456, 2.74446)
H (0.10480, -2.08524, 3.63939)
H (0.28100, -1.66314, 2.19624)
O (1.99600, 0.38883, 3.28815)
H (1.64463, 0.11095, 2.44225)
H (2.53971, -0.34491, 3.57491)
O (-2.33831, -2.14004, 0.01008)
H (-2.01713, -1.34214, 0.43011)
H (-1.54874, -2.57974, -0.30531)
O (-2.97867, 0.50754, 3.12599)
H (-3.47401, -0.29524, 2.96345)
H (-2.37900, 0.57413, 2.38290)

***

No. 3
The following is a DFT calculation (wB97M-V/def2-TZVPD) of a cluster of 2 separate species, C6H12O in total.

Structure (SMILES): C/C=C/C.CC=O
HOMO in eV: -8.714
Energy above the lowest of the compared OMol25 structures with the same formula, charge and spin in kJ/mol: 219.9
E_LUMO in eV: 0.9582

Atoms and positions in Å:
C (1.16645, 2.16864, 0.66061)
C (0.43667, 1.05870, -0.01327)
C (0.99503, -0.79768, -1.44770)
C (0.97837, -0.15101, -0.09898)
O (-0.59776, -1.38556, 2.13186)
C (-0.84160, -1.66160, 0.98076)
C (-2.02229, -1.12372, 0.21141)
H (1.30490, 2.93196, -0.11805)
H (0.68309, 2.61638, 1.52630)
H (2.17093, 1.81870, 0.92183)
H (-0.36519, 1.30952, -0.71303)
H (1.45114, -1.78764, -1.43736)
H (1.64222, -0.12675, -2.02987)
H (0.01902, -0.79851, -1.94759)
H (1.67976, -0.50213, 0.66159)
H (-0.25278, -2.43648, 0.44060)
H (-2.28922, -0.12189, 0.55386)
H (-2.85278, -1.80557, 0.42463)
H (-1.86158, -1.12376, -0.87219)

***

No. 4
The following is a DFT calculation (wB97M-V/def2-TZVPD) of a structure of composition C59H61AsKN4O5P3Si in a non-equilibrium geometry.

Charge: -2
HOMO in eV: -0.573
Energy above the lowest of the compared OMol25 structures with the same formula, charge and spin in kJ/mol: 3.6
E_LUMO in eV: 3.4574

Atoms and positions in Å:
K (0.31368, -1.96350, -0.06951)
C (0.48794, -4.41174, -3.69907)
P (-0.57894, -3.76743, -2.35183)
C (-0.90933, -5.33293, -1.44808)
C (-2.19338, -3.67156, -3.27166)
C (-3.33862, -3.45101, -2.28087)
P (-2.90664, -2.19525, -0.98698)
C (-2.95185, -0.68945, -2.02159)
C (-4.55865, -2.03130, -0.18219)
H (1.48319, -4.58198, -3.29803)
H (0.55771, -3.67081, -4.49586)
H (0.08645, -5.34241, -4.11139)
H (-1.47217, -6.02944, -2.07994)
H (-1.45262, -5.13176, -0.52964)
H (0.03957, -5.78718, -1.17069)
H (-2.36994, -4.57703, -3.86585)
H (-2.13701, -2.82581, -3.96489)
H (-3.56766, -4.38737, -1.76272)
H (-4.25488, -3.12199, -2.79353)
H (-3.83232, -0.65752, -2.66740)
H (-2.05883, -0.62923, -2.63797)
H (-2.95035, 0.18662, -1.37152)
H (-5.35374, -1.86160, -0.91301)
H (-4.53427, -1.18990, 0.50949)
H (-4.78575, -2.92935, 0.38914)
O (3.26001, -6.50386, 2.72054)
C (2.59009, -5.67766, 2.09416)
C (2.97381, -4.98913, 0.82579)
O (4.10596, -4.98198, 0.30462)
C (1.78434, -4.31069, 0.32483)
C (0.74938, -4.33197, 1.34101)
O (-0.34878, -3.72310, 1.28794)
C (1.22816, -5.15912, 2.46938)
O (0.63831, -5.36873, 3.53512)
O (1.70834, -3.72141, -0.80001)
N (-2.02223, 0.41258, -5.33751)
C (-1.09371, 0.62032, -4.69084)
C (0.07860, 0.86881, -3.90272)
C (0.59112, 2.18396, -3.79873)
C (1.46954, 2.35924, -2.69973)
C (2.01617, 1.32442, -2.02700)
N (1.87063, -0.01275, -2.54985)
C (0.61259, -0.17493, -3.20961)
H (0.13835, 3.00672, -4.32170)
H (1.63727, 3.35577, -2.30664)
H (2.56156, 1.42019, -1.10429)
H (0.20642, -1.17209, -3.22797)
C (5.42161, -2.86808, 2.16815)
N (4.39455, -1.85634, 2.20797)
C (4.18422, -0.94759, 3.21111)
C (3.09970, -0.21814, 2.83348)
N (2.64045, -0.65639, 1.62376)
C (3.45106, -1.62801, 1.28210)
H (5.56471, -3.25671, 3.17652)
H (6.35872, -2.44563, 1.79628)
H (5.09566, -3.68672, 1.51523)
H (4.79940, -0.92447, 4.08727)
H (2.61830, 0.58150, 3.36232)
H (3.38792, -2.21492, 0.38703)
C (-0.47788, 2.69595, 3.14102)
C (-1.80805, 2.85461, 3.84323)
As (-2.09842, 4.67799, 4.53202)
C (-2.02936, 5.62656, 2.82233)
C (-1.56627, 6.93908, 2.82491)
C (-1.47931, 7.66039, 1.64260)
C (-1.84372, 7.06583, 0.44312)
C (-2.29767, 5.75372, 0.42800)
C (-2.39508, 5.04017, 1.60939)
C (-4.04197, 4.50425, 4.70404)
C (-4.95164, 5.23060, 3.94786)
C (-6.31366, 5.04251, 4.11924)
C (-6.78457, 4.12176, 5.04467)
C (-5.88366, 3.39299, 5.80725)
C (-4.52394, 3.58903, 5.64158)
P (-0.28046, 1.17896, 2.09259)
C (-0.89682, -0.12933, 3.19659)
C (-0.42775, -0.18364, 4.51125)
C (-0.67370, -1.28912, 5.30288)
C (-1.37443, -2.37187, 4.79049)
C (-1.83822, -2.33036, 3.48779)
C (-1.61153, -1.21221, 2.70323)
C (-1.65958, 1.52806, 0.94045)
C (-3.01936, 1.36068, 1.19748)
C (-3.96529, 1.82438, 0.29822)
C (-3.56391, 2.44446, -0.87830)
C (-2.21378, 2.57113, -1.16902)
C (-1.26849, 2.10981, -0.26529)
H (0.35678, 2.73268, 3.84887)
H (-0.30273, 3.51440, 2.42911)
H (-1.88912, 2.16713, 4.69275)
H (-2.64333, 2.63116, 3.17193)
H (-1.26169, 7.39960, 3.76045)
H (-1.11382, 8.67927, 1.65797)
H (-1.76091, 7.61768, -0.48366)
H (-2.56207, 5.27300, -0.50374)
H (-2.74165, 4.01635, 1.56862)
H (-4.60036, 5.94134, 3.21099)
H (-7.00998, 5.61186, 3.51708)
H (-7.84673, 3.96793, 5.16738)
H (-6.23907, 2.66838, 6.52856)
H (-3.83154, 3.01311, 6.24445)
H (0.16724, 0.62927, 4.90933)
H (-0.27934, -1.32542, 6.31053)
H (-1.50823, -3.26446, 5.38234)
H (-2.31563, -3.19195, 3.05061)
H (-1.94602, -1.22788, 1.67263)
H (-3.33828, 0.86454, 2.10659)
H (-5.01802, 1.68966, 0.51100)
H (-4.30551, 2.78519, -1.58805)
H (-1.88033, 2.98252, -2.11178)
H (-0.21925, 2.17333, -0.51970)
C (3.67240, 1.24450, -7.47671)
C (4.37837, 1.72644, -6.38407)
C (4.30783, 1.06943, -5.16812)
C (3.54584, -0.08911, -5.00985)
C (2.85416, -0.55998, -6.12775)
C (2.91068, 0.09593, -7.34721)
Si (3.12906, -0.86572, -3.34063)
C (4.61975, -1.13337, -2.23213)
C (4.78307, -2.42119, -1.71906)
C (5.90919, -2.76875, -0.98672)
C (6.89299, -1.82613, -0.75079)
C (6.73973, -0.53336, -1.22869)
C (5.61549, -0.19530, -1.96350)
H (3.71060, 1.76856, -8.42419)
H (4.96931, 2.63040, -6.47526)
H (4.84388, 1.48398, -4.32847)
H (2.24424, -1.44609, -6.03817)
H (2.34547, -0.28151, -8.19049)
H (2.59387, -2.21123, -3.64405)
H (4.01178, -3.15916, -1.85260)
H (5.98525, -3.76919, -0.58909)
H (7.77517, -2.09195, -0.17928)
H (7.49657, 0.21393, -1.02616)
H (5.50963, 0.82154, -2.31339)

***

No. 5
The following is a DFT calculation (wB97M-V/def2-TZVPD) of the ion C7H12NO3 with charge +1 in a non-equilibrium geometry.

Charge: +1
HOMO (spin up / spin down) in eV: -14.418 / -14.418
Energy above the lowest of the compared OMol25 structures with the same formula, charge and spin in kJ/mol: 435.5
E_LUMO (spin up / spin down) in eV: -6.2083 / -6.2090

Atoms and positions in Å:
C (0.36614, 0.37763, -2.31942)
C (1.70203, 0.14786, -2.28317)
C (1.63210, 0.19305, 0.07738)
C (-1.94306, -0.45726, -0.21347)
C (-1.28506, 1.19315, 1.70268)
C (-0.52906, -1.27136, 1.70195)
C (-0.79825, -0.04329, 0.86317)
N (0.34354, 0.23438, 0.02979)
O (2.39083, 0.15970, -1.10047)
O (2.62772, 0.21299, -3.33006)
O (2.37245, 0.15344, 1.12872)
H (-0.55260, 0.25261, -2.75333)
H (-2.91923, -0.50589, 0.39849)
H (-1.90443, 0.24836, -0.93667)
H (-1.66251, -1.44454, -0.63506)
H (-1.96802, 0.81868, 2.40008)
H (-0.27284, 1.70907, 1.99001)
H (-1.66346, 1.86821, 0.98829)
H (-0.16162, -1.88879, 0.98816)
H (-0.07582, -1.13745, 2.64252)
H (-1.49377, -1.69484, 1.90404)
H (2.45565, 0.69298, -4.11000)
H (3.33926, 0.18133, 0.86635)

***

No. 6
The following is a DFT calculation (wB97M-V/def2-TZVPD) of a structure of composition C4H3B2F14NO6S2V in a non-equilibrium geometry.

Charge: -2
Spin multiplicity: 4
HOMO (spin up / spin down) in eV: -3.526 / -4.859
Energy above the lowest of the compared OMol25 structures with the same formula, charge and spin in kJ/mol: 772.7
⟨S²⟩: 3.99
E_LUMO (spin up / spin down) in eV: 0.6959 / 2.3564

Atoms and positions in Å:
V (-0.97092, -0.86357, -0.62048)
C (4.29481, 0.35716, 0.17888)
F (3.96386, 0.55022, -1.08297)
F (4.42792, -1.01219, 0.44300)
F (5.42310, 0.97390, 0.55233)
S (2.77862, 1.07584, 1.28401)
O (2.37997, 0.01125, 2.19490)
O (3.33855, 2.21344, 2.02878)
N (1.52394, 1.41016, 0.03910)
S (1.85460, 2.87187, -0.58197)
O (3.28745, 3.26692, -0.43715)
O (1.36921, 2.99410, -1.96740)
C (0.88517, 4.20376, 0.51264)
F (1.17200, 5.41794, 0.07374)
F (-0.40649, 3.96704, 0.39179)
F (1.24027, 4.07636, 1.82194)
C (-4.34996, -2.94847, 3.42175)
C (-3.38946, -2.41552, 2.37596)
O (-3.28474, -2.94575, 1.22725)
O (-2.69352, -1.46026, 2.53314)
H (-4.20249, -2.53679, 4.42019)
H (-4.21843, -4.01899, 3.57920)
H (-5.38569, -2.80719, 3.11289)
B (1.53402, -3.42710, -2.28325)
F (2.30858, -4.60138, -2.39327)
F (1.35775, -3.06914, -0.94899)
F (2.04066, -2.42796, -3.05432)
F (0.19987, -3.66396, -2.59257)
B (-3.32131, 0.94605, -2.84847)
F (-3.37910, 1.11092, -1.46866)
F (-3.24282, 2.22453, -3.40671)
F (-2.17754, 0.28873, -3.15914)
F (-4.35775, 0.23812, -3.34622)

***

No. 7
The following is a DFT calculation (wB97M-V/def2-TZVPD) of a cluster of 2 separate species, N2O3S in total in a non-equilibrium geometry.

HOMO in eV: -11.505
Energy above the lowest of the compared OMol25 structures with the same formula, charge and spin in kJ/mol: 194.2
E_LUMO in eV: -0.8219

Atoms and positions in Å:
N (2.15763, 0.76293, -0.73455)
N (1.54641, 0.21558, 0.02041)
O (0.97310, -0.44342, 0.79131)
O (-0.93442, 0.16183, -1.04915)
O (-2.41153, -0.80860, 0.65771)
S (-1.33120, 0.11168, 0.31427)